Entry 1:
Entry from the OMol25 dataset: a cluster of 2 separate species, C3H9NO2 in total at a distorted geometry (wB97M-V/def2-TZVPD).

Geometry (Å):
N 2.93577 0.07711 0.17092
C 1.73248 0.74859 -0.38730
C 0.76434 -0.26944 0.06312
C -0.58581 -0.11189 -0.52232
O -1.31732 -1.07349 -0.71463
H 3.02498 -0.90671 -0.18334
H 3.77297 0.54482 -0.02358
H 1.51474 0.94609 -1.45665
H 1.65709 1.74910 0.08184
H 1.17439 -1.26991 0.08551
H 0.55625 -0.01625 1.12217
H -0.89412 0.98510 -0.75017
O -3.23187 0.50080 1.10606
H -3.97868 -0.11719 0.90862
H -2.45052 -0.07683 0.96660

Its SMILES is NCCC=O.O. The calculation puts the electronic energy at -324.88875 Eh. The molar mass is 91.110 g mol⁻¹. Its energy above the lowest of the compared OMol25 structures with the same formula, charge and spin is 220.2 kJ/mol.

=====

Entry 2:
Entry from the OMol25 dataset: a cluster of 2 separate species, C3H9NO2 in total at a distorted geometry (wB97M-V/def2-TZVPD).

Geometry (Å):
C -2.69074 -0.82908 0.96433
C -1.30558 -0.48361 0.60328
O -0.88966 0.15027 -0.32584
O -0.41930 -0.76745 1.61821
H -3.43938 -0.45628 0.27691
H -3.00108 -0.43583 1.97252
H -2.73287 -1.91969 1.04541
H 0.49284 -0.61168 1.28888
C 3.11342 0.88686 -1.48860
N 1.70588 0.88832 -1.13200
H 3.29389 -0.08288 -2.02758
H 3.73076 0.92560 -0.58778
H 3.25449 1.73057 -2.21804
H 1.26797 1.73199 -0.80442
H 1.04960 0.45275 -1.74565

Its SMILES is CC(=O)O.CN. The calculation puts the electronic energy at -324.93264 Eh. The molar mass is 91.110 g mol⁻¹. Its energy above the lowest of the compared OMol25 structures with the same formula, charge and spin is 105.0 kJ/mol.

=====

Entry 3:
Entry from the OMol25 dataset: a cluster of 2 separate species, C3H9NO2 in total at a distorted geometry (wB97M-V/def2-TZVPD).

Geometry (Å):
C 1.12766 -0.98056 0.99024
C 1.19603 -1.05126 -0.45959
O 1.70977 -0.24190 -1.19027
O 0.58586 -2.16305 -0.99088
H 0.20478 -0.38384 1.31585
H 1.99436 -0.46862 1.41104
H 1.12540 -2.04309 1.30928
H 0.26540 -2.02413 -1.88926
C -2.38062 1.55573 1.03503
N -1.56499 2.42206 0.23476
H -2.38586 0.46332 0.77147
H -3.43036 1.75794 0.97873
H -2.15117 1.49698 2.13393
H -2.02359 3.20591 -0.19240
H -0.80723 2.84394 0.74804

Its SMILES is CC(=O)O.CN. The calculation puts the electronic energy at -324.92636 Eh. The molar mass is 91.110 g mol⁻¹. Its energy above the lowest of the compared OMol25 structures with the same formula, charge and spin is 121.4 kJ/mol.

=====

Entry 4:
Entry from the OMol25 dataset: a cluster of 2 separate species, C3H9NO2 in total at a distorted geometry (wB97M-V/def2-TZVPD).

Geometry (Å):
C -1.40534 1.08360 -1.29061
C 0.05147 0.83658 -1.55589
O 0.99468 1.31176 -0.98827
O 0.20830 0.24050 -2.76902
H -1.75639 1.99119 -1.75295
H -1.56330 1.10821 -0.20631
H -1.98144 0.17949 -1.49420
H 0.84800 0.52022 -3.41937
C 0.40584 -0.65967 2.22038
N 0.69890 -1.82899 1.41009
H 1.23068 0.03330 2.48626
H 0.20388 -0.90909 3.26662
H -0.34986 -0.03429 1.77874
H 1.46112 -2.33065 1.83990
H 0.95347 -1.54215 0.47461

Its SMILES is CC(=O)O.CN. The calculation puts the electronic energy at -324.91734 Eh. The molar mass is 91.110 g mol⁻¹. Its energy above the lowest of the compared OMol25 structures with the same formula, charge and spin is 145.1 kJ/mol.

=====

Entry 5:
Entry from the OMol25 dataset: a cluster of 2 separate species, C3H9NO2 in total (wB97M-V/def2-TZVPD).

Geometry (Å):
C 1.79158 -1.66553 0.73833
C 0.41501 -1.31723 0.26649
O 0.11440 -1.00459 -0.85540
O -0.50101 -1.51008 1.23211
H 2.53095 -0.97079 0.35128
H 1.99539 -2.67054 0.36765
H 1.85473 -1.65240 1.81968
H -1.38276 -1.53754 0.84064
C -1.33069 1.98752 -0.83826
N -0.28643 2.95997 -0.57110
H -1.30106 1.09485 -0.20256
H -1.31515 1.57465 -1.85416
H -2.29024 2.47662 -0.68792
H -0.57836 3.61888 0.13401
H 0.57336 2.52503 -0.26930

Its SMILES is CC(=O)O.CN. The calculation puts the electronic energy at -324.94190 Eh. The molar mass is 91.110 g mol⁻¹. Its energy above the lowest of the compared OMol25 structures with the same formula, charge and spin is 80.6 kJ/mol.

=====

Entry 6:
Entry from the OMol25 dataset: a cluster of 3 separate species, C3H9NO2 in total at a distorted geometry (wB97M-V/def2-TZVPD).

Geometry (Å):
C 0.18908 -1.00790 1.22240
C -0.71202 -0.05545 0.66822
N -1.71820 0.02079 -1.98336
H 0.90746 -0.57111 2.01112
H -0.43006 -1.79575 1.89894
H 0.69797 -1.50654 0.44855
H -1.75826 -0.19845 0.66274
H -0.55761 1.06849 0.76781
H -1.00730 -0.61019 -1.71817
H -1.13763 0.81089 -1.55679
H -2.37045 0.02805 -1.23052
O 0.82717 0.53055 -0.65011
C 1.95999 0.94028 -0.29655
O 3.03551 0.80865 -0.86773
H 2.07436 1.53769 0.62346

As for the multiplicity: 2. The calculation puts the electronic energy at -324.43254 Eh. The charge is +1. As for the expectation value of S²: 0.76. The molar mass is 91.110 g mol⁻¹. Its energy above the lowest of the compared OMol25 structures with the same formula, charge and spin is 506.8 kJ/mol.

=====

Entry 7:
Entry from the OMol25 dataset: a cluster of 2 separate species, C3H9NO2 in total at a distorted geometry (wB97M-V/def2-TZVPD).

Geometry (Å):
C 2.88821 0.85748 -0.94641
C 1.60679 1.16540 -1.37688
O 0.69580 1.25717 -0.45637
H 3.62683 0.59041 -1.69987
H 3.16654 0.54101 0.05337
H 1.38397 1.49347 -2.38399
H -0.11180 0.64849 -0.54160
N -1.81660 -1.48571 1.81978
C -1.63102 -0.33700 0.99604
O -1.09478 -0.64170 -0.32808
H -2.48804 -2.15432 1.46519
H -0.93393 -1.94822 1.99405
H -2.56263 0.21645 0.86532
H -0.91777 0.30756 1.51259
H -1.81156 -0.51049 -0.97313

As for the multiplicity: 2. The calculation puts the electronic energy at -324.57418 Eh. The charge is +1. As for the expectation value of S²: 0.76. The molar mass is 91.110 g mol⁻¹. Its energy above the lowest of the compared OMol25 structures with the same formula, charge and spin is 134.9 kJ/mol.

=====

Entry 8:
Entry from the OMol25 dataset: a cluster of 2 separate species, C3H9NO2S in total at a distorted geometry (wB97M-V/def2-TZVPD).

Geometry (Å):
C 2.11383 1.50229 0.46369
S 2.18992 -0.13134 0.14225
O 2.12972 -0.47461 -1.25182
O 1.05013 -0.83683 0.98138
H 2.32602 1.66374 1.50906
H 2.77039 2.03277 -0.20516
H 3.15942 -1.01214 0.71345
H 0.11770 -0.60752 0.67840
C -1.22915 0.73360 -0.76232
N -1.34094 -0.26731 -0.01760
C -2.51928 -1.07734 -0.03308
H -0.31717 1.31404 -0.71295
H -2.00281 1.06160 -1.46053
H -3.00155 -0.99808 0.94540
H -3.23213 -0.78598 -0.81695
H -2.21412 -2.11689 -0.17323

Its SMILES is C=[S@H](=O)O.C=NC. The calculation puts the electronic energy at -722.99640 Eh. The molar mass is 123.177 g mol⁻¹. Its energy above the lowest of the compared OMol25 structures with the same formula, charge and spin is 451.5 kJ/mol.

=====

Entry 9:
Entry from the OMol25 dataset: a cluster of 2 separate species, C3H9NO2S in total at a distorted geometry (wB97M-V/def2-TZVPD).

Geometry (Å):
N -0.74567 2.45850 2.07355
C 0.04660 1.44227 1.58712
O 1.11197 1.18292 2.08988
C -0.46637 0.81032 0.32645
C 0.20392 -0.57019 0.07197
S -0.90748 -1.57986 -0.97129
H -1.69820 2.57199 1.79862
H -0.44485 2.84445 2.95952
H -1.49898 0.48087 0.45466
H -0.34942 1.47677 -0.52674
H 0.45538 -0.96036 1.05818
H 1.11624 -0.56153 -0.49706
H -0.39797 -2.73722 -0.52523
O 1.52320 -1.58068 -3.12860
H 0.55409 -1.53979 -3.13381
H 1.75935 -1.05370 -3.89891

Its SMILES is NC(=O)CCS.O. The calculation puts the electronic energy at -723.13840 Eh. The molar mass is 123.177 g mol⁻¹. Its energy above the lowest of the compared OMol25 structures with the same formula, charge and spin is 78.6 kJ/mol.

=====

Question: The highest electronic energy belongs to which entry?
Answer: number 6